{"formula": "C2H5NO", "method": "ωB97M-V/def2-TZVPD", "symbols": ["C", "N", "C", "O", "H", "H", "H", "H", "H"], "coordinates": [[0.203096, -0.917291, -0.460999], [-0.593661, 0.175282, 0.070813], [0.097371, 1.519496, 0.760422], [1.249585, 1.693376, 0.543732], [1.188621, -0.862973, 0.014252], [-0.249989, -1.891717, -0.252631], [0.347326, -0.810656, -1.541028], [-1.481007, 0.370054, -0.390407], [-0.761342, 0.724429, 1.255845]], "forces_ev_per_angstrom": [[0.1, -0.1, 0.0], [-0.1, 0.0, -0.1], [0.9, 0.3, -0.2], [-0.8, -0.1, 0.1], [-0.1, 0.0, -0.1], [0.1, 0.2, 0.0], [0.0, 0.0, 0.1], [0.1, 0.0, 0.1], [-0.1, -0.1, 0.0]], "lowdin_charge": [-0.122, -0.125, -0.254, 0.019, 0.079, 0.075, 0.082, 0.104, 0.143], "homo_energy_ha": -0.3254, "largest_force_ev_per_a": 1.0, "charge": 0, "e_tot_ev": -5689.02144, "relative_energy_kcal_mol": 97.0}